[1]
A molecular structure, C26H30AsAuIN5S at a distorted geometry. Source: the Open Molecules 2025 dataset; level of theory: wB97M-V/def2-TZVPD.

Each line ends with the Löwdin charge.
Element x y z (Å)
Au 1.302 0.204 -0.350  0.65
S 2.941 -1.255 0.486  0.83
C 2.193 -2.678 1.011  -0.67
C 3.015 -3.741 1.400  -0.08
C 2.472 -4.858 1.955  -0.04
C 1.110 -5.022 2.102  0.02
C 0.273 -3.952 1.731  -0.05
C 0.784 -2.835 1.141  -0.38
As -0.313 -1.410 0.576  1.25
C -1.295 -1.008 2.147  -0.37
C -0.936 0.132 2.967  -0.07
C -1.601 0.305 4.177  -0.06
C -2.527 -0.609 4.620  -0.04
C -2.876 -1.689 3.822  -0.04
C -2.261 -1.886 2.587  -0.12
C -1.588 -2.069 -0.668  -0.42
C -2.744 -1.333 -0.733  -0.13
C -3.748 -1.688 -1.640  -0.05
C -3.602 -2.868 -2.379  -0.04
C -2.420 -3.596 -2.293  -0.06
C -1.351 -3.161 -1.506  -0.09
H 4.108 -3.584 1.436  0.13
H 3.087 -5.633 2.397  0.13
H 0.708 -5.955 2.501  0.14
H -0.771 -4.045 1.854  0.09
H -0.274 0.933 2.601  0.07
H -1.312 1.207 4.612  0.10
H -3.103 -0.417 5.500  0.12
H -3.684 -2.339 4.125  0.12
H -2.514 -2.784 1.981  0.12
H -2.945 -0.403 -0.099  0.14
H -4.624 -1.048 -1.801  0.12
H -4.392 -3.268 -2.965  0.11
H -2.365 -4.500 -2.844  0.11
H -0.438 -3.730 -1.358  0.11
C 0.605 4.087 0.960  -0.05
N 1.804 3.324 0.622  -0.18
C 2.442 2.614 1.692  -0.09
C 2.078 3.050 -0.697  -0.47
N 2.381 1.841 -1.078  -0.01
N 2.027 4.103 -1.538  -0.13
C 2.352 5.445 -0.992  0.02
C 2.307 3.832 -2.902  -0.06
H -0.164 3.604 1.590  0.10
H 0.091 4.303 0.042  0.08
H 0.918 5.049 1.411  0.10
H 2.821 3.333 2.511  0.13
H 3.352 2.183 1.306  0.07
H 1.764 1.771 2.157  0.08
H 2.763 1.823 -2.033  0.07
H 1.576 5.856 -0.369  0.07
H 2.364 6.037 -1.872  0.08
H 3.339 5.457 -0.559  0.11
H 3.407 3.661 -3.083  0.13
H 2.013 4.740 -3.417  0.10
H 1.776 3.013 -3.318  0.08
I -3.582 1.643 -4.189  0.89
C -1.854 0.638 -3.559  -0.72
C -1.248 -0.535 -4.026  -0.10
N -0.187 -0.737 -3.218  0.01
N -0.087 0.204 -2.258  -0.11
C -1.034 1.076 -2.462  -0.22
H -1.541 -1.205 -4.801  0.13
H 0.432 -1.525 -3.227  0.16
H -1.219 1.893 -1.781  0.11

Properties
Spin multiplicity   3
Total charge   +2
HOMO energy (alpha / beta)   -13.586 / -13.676 eV
Kohn-Sham gap (alpha / beta)   8.31 / 5.02 eV
Energy relative to the best compared isomer or geometry (same formula, charge and spin)   0.2 kcal/mol
⟨S²⟩   2.032

=====

[2]
A molecular structure, C26H30AsN4Pd. Source: the Open Molecules 2025 dataset; level of theory: wB97M-V/def2-TZVPD.

Each line ends with the Löwdin charge.
Element x y z (Å)
Pd 0.298 -0.194 0.073  0.80
C 2.765 -2.186 0.436  -0.18
N 1.330 -2.016 0.234  -0.13
C 0.565 -3.044 0.063  -0.07
C -0.819 -2.841 -0.168  -0.34
C -1.893 -3.704 -0.375  -0.03
C -3.014 -2.892 -0.575  -0.08
C -2.574 -1.573 -0.480  -0.17
N -1.251 -1.534 -0.240  -0.10
C 3.539 -2.296 -0.856  -0.22
C 4.660 -3.113 -0.924  -0.04
C 5.413 -3.185 -2.088  -0.07
C 5.049 -2.443 -3.200  -0.08
C 3.923 -1.633 -3.146  -0.08
C 3.175 -1.562 -1.982  -0.06
H 2.961 -3.059 1.066  0.12
H 3.114 -1.312 0.994  0.11
H 0.979 -4.052 0.093  0.15
H -1.853 -4.781 -0.388  0.11
H -4.023 -3.211 -0.774  0.10
H -3.155 -0.668 -0.580  0.10
H 4.947 -3.701 -0.060  0.11
H 6.282 -3.829 -2.126  0.11
H 5.632 -2.503 -4.109  0.11
H 3.621 -1.065 -4.016  0.11
H 2.272 -0.957 -1.965  0.08
C 0.264 -0.869 3.768  -0.26
As -0.250 0.392 2.407  1.14
C 0.360 2.079 3.113  -0.26
C -2.202 0.440 2.514  -0.30
C -2.702 0.965 3.825  -0.32
C -2.898 2.332 4.010  -0.07
C -3.320 2.826 5.235  -0.07
C -3.549 1.957 6.293  -0.08
C -3.366 0.594 6.116  -0.07
C -2.947 0.101 4.889  -0.06
H -0.261 -0.618 4.690  0.03
H 1.339 -0.811 3.929  0.04
H -0.003 -1.874 3.445  0.04
H -0.095 2.229 4.092  0.04
H 0.070 2.890 2.446  0.02
H 1.445 2.051 3.201  0.04
H -2.514 -0.590 2.327  0.08
H -2.545 1.043 1.674  0.06
H -2.729 3.015 3.184  0.11
H -3.478 3.888 5.362  0.11
H -3.878 2.341 7.249  0.11
H -3.559 -0.090 6.932  0.11
H -2.829 -0.968 4.751  0.12
N 2.113 2.124 -0.204  0.12
C 0.871 2.724 -0.375  -0.41
C 0.679 4.103 -0.268  -0.01
C -0.598 4.601 -0.403  -0.04
C -1.658 3.731 -0.665  -0.05
C -1.382 2.387 -0.746  -0.13
N -0.148 1.885 -0.573  -0.02
H 2.877 2.768 -0.053  0.10
H 2.359 1.445 -0.913  0.08
H 1.523 4.758 -0.100  0.12
H -0.770 5.666 -0.326  0.12
H -2.667 4.089 -0.806  0.11
H -2.159 1.660 -0.949  0.11

Properties
Spin multiplicity   3
Total charge   +1
HOMO energy (alpha / beta)   -10.468 / -10.481 eV
Kohn-Sham gap (alpha / beta)   7.99 / 6.12 eV
⟨S²⟩   2.006

=====

[3]
A molecular structure, C26H30BrCrN4O3S. Source: the Open Molecules 2025 dataset; level of theory: wB97M-V/def2-TZVPD.

Each line ends with the Löwdin charge.
Element x y z (Å)
Cr -0.252 0.269 0.147  0.70
C 1.889 2.173 3.590  0.00
C 0.981 1.648 2.528  -0.21
N 1.130 0.538 1.890  0.04
N 2.254 -0.226 2.131  -0.01
C 2.197 -1.578 2.096  -0.91
N 3.425 -2.166 1.993  0.07
S 0.789 -2.438 2.212  0.70
C -0.201 2.407 2.063  -0.24
C -0.430 3.711 2.367  -0.02
C -1.492 4.497 1.771  -0.10
C -1.984 4.296 0.537  -0.08
C -1.408 3.274 -0.397  -0.13
N -0.976 1.596 1.302  -0.04
H 2.532 1.398 3.999  0.08
H 1.295 2.587 4.404  0.09
H 2.509 2.980 3.193  0.10
H 3.147 0.241 2.162  0.16
H 4.129 -1.688 1.447  -0.02
H 3.387 -3.162 1.848  0.08
H 0.192 4.183 3.118  0.10
H -1.882 5.322 2.358  0.10
H -2.803 4.919 0.191  0.10
H -1.793 3.395 -1.408  0.10
C 1.162 1.743 -2.139  -0.09
O 1.250 1.546 -0.727  -0.20
H 0.858 0.823 -2.645  0.09
H 2.126 2.070 -2.532  0.09
H 0.421 2.515 -2.328  0.08
H 1.974 0.873 -0.593  0.02
C -3.860 1.825 -1.080  -0.05
C -3.010 1.169 0.007  -0.44
C -3.801 1.216 1.320  -0.02
C -1.640 1.868 0.155  -0.30
C -2.646 -0.279 -0.363  -0.20
C -2.649 -0.721 -1.694  -0.03
C -2.383 -2.043 -2.010  -0.07
C -2.076 -2.964 -1.018  -0.09
C -2.004 -2.538 0.294  -0.09
C -2.278 -1.212 0.622  -0.08
H -4.153 2.826 -0.760  0.08
H -4.770 1.247 -1.253  0.10
H -3.336 1.925 -2.030  0.08
H -4.144 2.236 1.502  0.09
H -3.183 0.926 2.167  0.08
H -4.671 0.557 1.271  0.09
H -0.324 3.415 -0.425  0.11
H -2.900 -0.036 -2.491  0.11
H -2.423 -2.356 -3.047  0.11
H -1.875 -3.997 -1.269  0.11
H -1.730 -3.229 1.080  0.09
H -2.279 -0.931 1.668  0.11
Br 5.144 -2.074 -0.654  0.87
C 3.750 -3.030 -1.526  -0.55
C 4.139 -4.228 -2.111  -0.14
C 3.215 -5.009 -2.783  -0.08
C 1.893 -4.595 -2.863  -0.06
C 1.514 -3.410 -2.262  -0.01
C 2.426 -2.600 -1.584  -0.13
C 1.911 -1.320 -0.976  -0.57
O 2.714 -0.461 -0.575  -0.06
O 0.646 -1.179 -0.930  -0.11
H 5.171 -4.540 -2.037  0.09
H 3.532 -5.938 -3.239  0.11
H 1.161 -5.195 -3.388  0.11
H 0.490 -3.072 -2.296  0.10

Properties
Spin multiplicity   2
HOMO energy (alpha / beta)   -6.919 / -6.513 eV
Kohn-Sham gap (alpha / beta)   7.16 / 6.76 eV
Energy relative to the best compared isomer or geometry (same formula, charge and spin)   12.4 kcal/mol
⟨S²⟩   0.930